Formula: C9H6MgN2O4
Source: the Open Molecules 2025 dataset
Level of theory: the ωB97M-V functional and the def2-TZVPD basis

Structure (XYZ):
```
22
C9H6MgN2O4, DFT the ωB97M-V functional and the def2-TZVPD basis
H 0.552 1.804 1.396
O 3.025 -2.366 1.732
H 1.454 -3.920 -0.562
O -1.433 3.225 -3.686
H 2.759 -4.427 0.438
N -0.400 0.624 -0.061
N 2.097 -3.702 0.170
H 2.111 -0.077 1.961
C -1.525 2.904 -2.591
H 0.083 -2.483 -1.100
O -4.892 1.546 0.101
C 1.372 -0.242 1.186
Mg -1.617 2.162 -0.457
C -1.164 3.989 0.745
C -3.787 1.804 -0.106
C 0.522 0.813 0.894
C 2.194 -2.529 0.852
C -0.578 -0.499 -0.768
C 0.258 -1.591 -0.508
H -1.393 -0.489 -1.528
C 1.231 -1.437 0.477
O -0.869 4.888 1.412
```

Summary:
HOMO	-15.77	eV
E	-956.5650	Ha
charge	+2
lowest unoccupied orbital energy	-0.3274	Eh